1.
Entry from the Open Molecules 2025 dataset: a structure of composition C20H13Cl3I2NO6Rh in a non-equilibrium geometry (ωB97M-V with the def2-TZVPD basis set).

Each line ends with the Löwdin charge.
Positions of all 46 atoms, in Å:
Rh -1.95661 -1.40737 0.04063  1.3435
I -1.31923 -1.87246 5.08752  0.9436
C 0.03441 -1.90306 3.51632  -0.6546
C 1.41835 -1.87391 3.76742  -0.2163
C 2.34007 -1.87084 2.75365  -0.6713
I 4.36865 -1.80488 3.23513  0.9226
C 1.91543 -1.90779 1.40104  -0.2013
C 2.74768 -1.86874 0.25929  -0.0182
C 2.20309 -1.89961 -0.99247  -0.0277
C 0.80763 -1.96454 -1.13983  -0.0799
N 0.01428 -2.00059 -0.09717  -0.0103
C 0.52968 -1.96328 1.16921  -0.1349
C -0.44164 -1.94530 2.22175  -0.4095
O -1.71138 -1.99724 1.89311  -0.1952
H 1.75233 -1.84886 4.79560  0.0792
H 3.82060 -1.80509 0.38644  0.0702
H 2.82899 -1.85713 -1.87159  0.1101
H 0.33704 -1.98094 -2.11428  0.1284
C 1.63922 3.50804 0.65889  -0.0191
C 1.82313 2.75405 -0.62361  -0.1862
C 3.06907 2.31982 -1.04321  -0.0579
C 3.20429 1.57731 -2.20822  -0.6771
Cl 4.78228 1.02941 -2.69615  0.6541
C 2.10503 1.25344 -2.97263  -0.1132
C 0.84607 1.67682 -2.56557  -0.0051
C 0.71005 2.42706 -1.40765  -0.2287
O -0.49339 2.88291 -0.93613  -0.0220
C -1.65277 2.22153 -1.39175  -0.0745
C -1.65753 0.76114 -0.98794  -0.5707
O -2.20877 -0.13355 -1.67900  -0.0190
O -1.07255 0.41776 0.09429  -0.0246
H 2.60044 3.71037 1.12739  0.0808
H 1.02481 2.92973 1.35105  0.0917
H 1.12272 4.45331 0.49095  0.0884
H 3.94527 2.55064 -0.45126  0.1145
H 2.21953 0.66881 -3.87577  0.1089
H -0.01016 1.40545 -3.16765  0.1164
H -1.79118 2.30470 -2.47222  0.1370
H -2.49500 2.69849 -0.89109  0.1531
Cl -6.50034 -2.27398 1.56727  0.6331
C -5.94054 -1.24754 0.23666  -1.0135
Cl -6.72674 -1.65060 -1.28880  0.6317
C -4.43468 -1.39264 0.12462  -0.7486
O -3.71006 -0.45997 0.59173  -0.0529
O -3.90104 -2.39907 -0.38387  -0.0432
H -6.18651 -0.22180 0.48786  0.0680

The value obtained for the relative energy (zero: lowest compared OMol25 entry of this formula, charge and spin) is 0.0 kcal/mol. As for the max |F|: 2.4 eV Å⁻¹.

---

2.
Entry from the Open Molecules 2025 dataset: a structure of composition C24H20FeNO4P in a non-equilibrium geometry (ωB97M-V with the def2-TZVPD basis set).

Each line ends with the Löwdin charge.
Positions of all 51 atoms, in Å:
C -4.25026 -2.79260 1.60604  -0.2538
C -3.83344 -1.90342 2.59869  -0.2649
C -2.92957 -0.88617 2.27572  -0.1329
C -2.47526 -0.76623 0.95446  -0.2910
P -1.35647 0.58440 0.43876  0.6793
C -2.04007 1.96308 1.44003  -0.2658
C -1.36874 2.48528 2.55502  -0.0882
C -2.00330 3.43239 3.36185  -0.1201
C -3.28165 3.89174 3.04054  -0.1306
C -3.92281 3.41612 1.89146  -0.1188
C -3.30108 2.46281 1.08658  -0.0798
C 0.26498 0.08481 0.93830  -0.2483
C 1.18670 1.12501 0.77759  -0.3717
N 1.96575 2.01217 0.65159  0.1281
O -1.40991 0.86613 -1.03195  -0.3584
C -2.86689 -1.67098 -0.03587  -0.0995
C -3.76708 -2.68523 0.29746  -0.1709
H -4.96135 -3.58020 1.85262  0.0338
H -4.21564 -1.97685 3.61484  0.0243
H -2.59352 -0.18715 3.04411  0.0754
H -0.36260 2.14261 2.79661  0.0918
H -1.50021 3.78734 4.25884  0.0860
H -3.78096 4.62254 3.67931  0.0842
H -4.91798 3.77131 1.62725  0.0865
H -3.79419 2.09286 0.18446  0.1089
H 0.34165 -0.54845 1.83546  0.0731
H -2.46819 -1.55404 -1.04747  0.0954
H -4.09266 -3.37129 -0.48037  0.0688
O 4.59764 1.15228 -5.44916  0.0238
C 4.24221 0.45452 -4.58651  -0.2092
Fe 3.19259 -0.17556 -3.31755  0.0937
C 1.69249 -0.09692 -4.25393  -0.1787
O 0.65522 0.19027 -4.69644  0.0972
C 2.71290 1.43523 -2.73766  -0.1643
O 2.26874 2.51205 -2.75152  0.0925
C 4.38305 -0.81519 -1.70883  -0.2365
C 3.85378 -0.37835 -0.37890  -0.2086
C 3.02606 -1.45624 0.41311  -0.1851
C 1.66723 -1.62862 -0.17411  -0.1631
C 1.47195 -1.69655 -1.53392  -0.0701
C 2.43037 -1.99865 -2.57995  -0.2251
C 3.86195 -1.93404 -2.40840  -0.1837
H 5.37416 -0.40388 -1.97213  0.0934
H 4.67933 -0.00369 0.26865  0.1112
H 3.22694 0.53115 -0.47643  0.0468
H 3.56677 -2.42415 0.38631  0.1134
H 2.97241 -1.15927 1.47604  0.1010
H 0.87140 -2.02614 0.47035  0.0896
H 0.43672 -1.65505 -1.88723  0.1123
H 2.03055 -2.57354 -3.43243  0.1061
H 4.52027 -2.66765 -2.88126  0.1024

The value obtained for the relative energy (zero: lowest compared OMol25 entry of this formula, charge and spin) is 20.8 kcal/mol. As for the max |F|: 3.4 eV Å⁻¹. As for the multiplicity: 5. The net charge is -2.

---

3.
Entry from the Open Molecules 2025 dataset: an isolated molecule of C19H16N2O2 in a non-equilibrium geometry (ωB97M-V with the def2-TZVPD basis set).

Each line ends with the Löwdin charge.
Positions of all 39 atoms, in Å:
O -1.95922 -2.31254 -0.29012  0.0863
N 1.78061 1.18592 1.13223  0.1076
O -1.22522 0.72811 -0.63595  0.0651
C -1.12477 -1.79246 -1.02221  -0.3401
C 1.95949 2.38857 1.62072  -0.1288
C 2.05368 -0.71624 -4.28573  -0.0878
C 2.09852 0.53494 -3.58179  -0.0635
C 1.29603 -1.78825 -3.81655  -0.0289
C 1.33574 0.66934 -2.36569  -0.0061
C -2.37374 0.79563 3.76108  -0.0823
C -2.05512 1.98777 4.39600  -0.0622
C 0.47257 -1.58488 -2.68344  -0.1384
C 0.53798 -0.37844 -1.92913  -0.0945
C 0.58063 0.54409 1.43792  -0.1552
C -1.49390 0.28631 2.85542  -0.0027
C 1.12192 2.92717 2.69435  0.0306
C -0.90822 2.71045 4.03941  -0.0367
C -0.29787 1.00623 2.46294  -0.0982
C -0.00760 2.18381 3.15861  -0.2135
N -0.52781 -2.41159 -2.13794  -0.0290
C -1.00654 -3.66429 -2.66926  -0.0347
C 0.35789 -0.70553 0.59244  -0.0458
C -0.41809 -0.48182 -0.73661  -0.3106
H -2.08871 0.46769 -0.48511  0.0602
H 2.72245 3.02683 1.30536  0.0764
H 2.68813 -0.71518 -5.21154  0.1133
H 2.57690 1.41373 -3.92650  0.0761
H 1.37145 -2.75619 -4.30305  0.0981
H 1.42790 1.60781 -1.73592  0.1291
H -3.38055 0.37736 4.00651  0.1239
H -2.59418 2.49484 5.12996  0.0837
H -1.70521 -0.60693 2.28514  0.1025
H 1.35941 3.83119 3.25182  0.0997
H -0.58134 3.54240 4.62851  0.1093
H -0.66155 -3.87289 -3.74839  0.1045
H -0.54388 -4.44570 -2.00668  0.1065
H -2.13131 -3.78317 -2.76278  0.1098
H 1.36653 -1.13529 0.34266  0.1426
H -0.02300 -1.55880 1.23333  0.1336

The value obtained for the relative energy (zero: lowest compared OMol25 entry of this formula, charge and spin) is 15.4 kcal/mol. As for the max |F|: 5.7 eV Å⁻¹. As for the SMILES: CN1C(=O)[C@@](O)(Cc2nccc3ccccc23)c2ccccc21.

---

4.
Entry from the Open Molecules 2025 dataset: a cluster of 4 separate species, C5H17NO3 in total in a non-equilibrium geometry (ωB97M-V with the def2-TZVPD basis set).

Each line ends with the Löwdin charge.
Positions of all 26 atoms, in Å:
C -0.64537 -0.22747 2.29457  -0.1042
C -1.67762 -0.84687 1.35079  -0.2347
C -2.19743 0.06258 0.20573  -0.1573
C -1.08799 0.41224 -0.79962  -0.4291
C -0.75371 -0.43727 -1.78689  -0.0101
N -0.47552 1.61757 -0.54409  0.1053
H -1.09640 0.48723 2.98692  0.0747
H 0.10423 0.37029 1.78353  0.0376
H -0.03692 -0.99755 2.77075  0.0753
H -1.19581 -1.68530 0.86518  0.0966
H -2.59352 -1.00740 1.92582  0.1039
H -2.93466 -0.51071 -0.36034  0.1068
H -2.69080 0.95456 0.59104  0.1086
H -1.26103 -1.38861 -1.84991  0.0608
H 0.07708 -0.21580 -2.44373  0.0579
H 0.24254 1.97474 -1.16896  0.0682
H -0.89004 2.33774 0.02384  0.0996
H 2.87470 1.48915 -2.27916  0.0665
H 2.53145 1.55964 -0.72024  0.0010
O 2.23090 1.77490 -1.60782  -0.0697
H 2.94257 -0.61585 0.57017  0.0385
H 1.79007 0.39475 0.26651  -0.0181
O 2.64476 0.28443 0.66017  -0.0396
H 1.06507 -1.27320 -0.67893  -0.0093
H 1.29230 -2.53701 -1.35141  0.0464
O 1.74113 -1.97676 -0.70389  -0.0757

The value obtained for the relative energy (zero: lowest compared OMol25 entry of this formula, charge and spin) is 14.6 kcal/mol. As for the max |F|: 1.7 eV Å⁻¹. As for the SMILES: C=C(N)CCC.O.O.O.

---

5.
Entry from the Open Molecules 2025 dataset: a structure of composition C31H51FN6NbO5 in a non-equilibrium geometry (ωB97M-V with the def2-TZVPD basis set).

Each line ends with the Löwdin charge.
Positions of all 95 atoms, in Å:
C 3.04856 -3.02739 1.13653  -0.0735
C 3.66839 -2.75813 -0.22752  -0.2804
O 2.73258 -2.76858 -1.28616  -0.1540
C 1.87391 -1.63579 -1.28222  -0.2063
C 1.06988 -1.61313 -2.57178  -0.2373
O 0.41486 -0.36947 -2.66625  -0.2540
C -1.03726 -0.45345 -2.73091  -0.3423
Nb -2.16636 -0.93094 -0.77263  1.5567
F -1.88220 -2.72035 -1.08034  -0.4839
C -2.19744 1.30894 -0.63892  -0.4075
C -3.06366 1.93524 0.39027  -0.4252
N -4.33119 1.90257 0.51781  0.0519
C -3.28098 -1.18365 1.21223  -0.3758
O -4.71714 -1.32863 1.11086  -0.2271
C -5.08111 -2.58830 0.64257  -0.3366
O -6.46900 -2.62397 0.48935  -0.0935
C -6.88127 -2.57405 -0.86058  -0.2094
C -8.40529 -2.60356 -0.94704  -0.2332
O -9.01974 -1.92647 0.14012  -0.0527
H 2.54478 -3.99720 1.16164  0.0688
H 3.82835 -3.02464 1.90513  0.0739
H 2.31776 -2.25531 1.39551  0.0667
H 4.38597 -3.55320 -0.46443  0.1001
H 4.22239 -1.80767 -0.21556  0.0982
H 2.48327 -0.71992 -1.20593  0.1267
H 1.18777 -1.63849 -0.42487  0.0830
H 1.74370 -1.75481 -3.42880  0.1236
H 0.34993 -2.44196 -2.56335  0.1087
H -1.33051 0.50407 -3.18021  0.0303
H -1.29088 -1.22433 -3.48621  0.0424
H -3.88292 -0.81714 -1.50431  -0.0405
H -0.82032 -0.75178 0.49057  -0.0410
H -1.15973 1.65231 -0.53883  0.0324
H -2.53779 1.60983 -1.64085  0.0263
H -2.54641 2.53761 1.15622  0.0726
H -4.75907 1.28191 -0.17337  0.0198
H -3.14623 -0.40581 1.96806  0.0321
H -2.83749 -2.10518 1.64445  0.0413
H -4.78008 -3.36797 1.36181  0.1329
H -4.57504 -2.77523 -0.32301  0.0862
H -6.48541 -3.45585 -1.39123  0.1232
H -6.44910 -1.69310 -1.35753  0.1158
H -8.75686 -3.64302 -0.96218  0.1101
H -8.69061 -2.13520 -1.89738  0.1156
H -9.63769 -1.27736 -0.18739  0.0734
N -2.13346 5.40512 0.61274  0.0156
C -1.29177 6.21315 1.32303  -0.1411
C -0.32760 6.67528 0.46442  -0.1158
C -0.60098 6.11370 -0.81453  -0.1226
C -1.72131 5.33395 -0.68386  -0.1444
H -2.92347 4.90345 0.98285  0.1369
H -1.44135 6.38575 2.37508  0.1038
H 0.48538 7.33338 0.72271  0.0847
H -0.01233 6.24972 -1.70719  0.0757
H -2.25164 4.71762 -1.39119  0.1077
N 5.66418 -0.12227 3.61658  0.0051
C 4.42166 0.01081 3.05782  -0.1398
C 4.58800 0.26410 1.72413  -0.1197
C 5.98647 0.28292 1.46485  -0.1096
C 6.62296 0.04042 2.65338  -0.1450
H 5.84104 -0.31526 4.58475  0.1413
H 3.52891 -0.09781 3.65162  0.0920
H 3.79286 0.40902 1.01036  0.0903
H 6.46554 0.45117 0.51462  0.0901
H 7.67070 -0.03200 2.89038  0.1013
N 5.39280 -6.53445 -0.36865  0.0045
C 6.50667 -7.17648 0.09747  -0.1491
C 6.14180 -7.89576 1.20507  -0.1201
C 4.75157 -7.67569 1.41469  -0.1124
C 4.32161 -6.83142 0.42595  -0.1411
H 5.35879 -5.92822 -1.16800  0.1401
H 7.45969 -7.06827 -0.39142  0.1009
H 6.79789 -8.50845 1.80101  0.0845
H 4.14057 -8.08412 2.20217  0.0876
H 3.35090 -6.41244 0.22091  0.1074
N -0.81821 6.46726 -4.38563  0.0078
C -0.56562 7.73654 -4.82372  -0.1455
C 0.03626 7.64423 -6.05157  -0.1220
C 0.14985 6.26070 -6.36257  -0.1189
C -0.38700 5.56171 -5.31308  -0.1353
H -1.25581 6.24002 -3.50960  0.1150
H -0.83152 8.59282 -4.22775  0.1041
H 0.36082 8.47403 -6.65753  0.0833
H 0.57923 5.82820 -7.25098  0.0851
H -0.49113 4.50269 -5.14880  0.1089
N 1.03742 1.22058 3.70839  0.0039
C -0.23568 0.81885 3.40829  -0.1269
C -0.80598 0.35133 4.56268  -0.1044
C 0.16251 0.47283 5.59679  -0.1196
C 1.29071 1.01420 5.03834  -0.1716
H 1.68666 1.61272 3.04988  0.1362
H -0.63091 0.88434 2.40796  0.0828
H -1.80506 -0.04299 4.64721  0.0905
H 0.04420 0.19534 6.63162  0.0834
H 2.23990 1.27628 5.47491  0.0960

As for the total energy: -2073.1856 Eh. As for the max |F|: 1.7 eV Å⁻¹. The net charge is -1.

---

6.
Entry from the Open Molecules 2025 dataset: an isolated molecule of C4H8O2 in a non-equilibrium geometry (ωB97M-V with the def2-TZVPD basis set).

Each line ends with the Löwdin charge.
Positions of all 14 atoms, in Å:
C 1.86031 -0.06194 -0.49288  -0.0386
C 0.59871 -0.07885 0.37944  -0.4748
O 0.34062 1.10172 1.06051  -0.0817
C -0.67242 -0.40619 -0.33854  -0.0767
C -1.92731 -0.12447 0.32405  -0.1722
O -1.51637 0.99957 -0.42338  -0.0572
H 2.73979 0.10603 0.13829  0.0809
H 1.99400 -1.02152 -1.01274  0.0784
H 1.81898 0.74149 -1.23443  0.0845
H -0.60171 -1.11536 -1.17033  0.1540
H 0.64281 -1.00460 1.00318  0.1566
H -1.93933 -0.03149 1.40673  0.1336
H -2.80930 -0.55154 -0.12641  0.1185
H -0.52880 1.44715 0.48650  0.0947

The value obtained for the relative energy (zero: lowest compared OMol25 entry of this formula, charge and spin) is 70.6 kcal/mol. As for the max |F|: 2.7 eV Å⁻¹. As for the SMILES: C[C@@H](O)[C@H]1CO1.